(1)
Density functional theory data (wB97M-V/def2-TZVPD) for one molecule with the formula C20H27N3O4S.

Last column: natural (NBO) charge in e.
Cartesian coordinates (Å):
1 C 5.619 1.303 -0.435  -0.63
2 C 4.113 1.161 -0.271  -0.07
3 H 3.719 0.427 -0.982  0.20
4 H 3.608 2.120 -0.405  0.19
5 O 3.769 0.749 1.053  -0.51
6 C 3.836 -0.547 1.325  0.82
7 O 4.178 -1.397 0.543  -0.62
8 C 3.460 -0.845 2.760  -0.63
9 H 4.336 -0.732 3.400  0.26
10 H 3.076 -1.862 2.832  0.26
11 S 2.235 0.335 3.389  0.32
12 C 1.036 0.187 2.116  0.15
13 N 1.161 -0.827 1.286  -0.54
14 C 0.291 -0.994 0.285  0.46
15 C -0.633 0.027 -0.022  -0.19
16 C -0.818 1.049 0.894  0.22
17 C -0.008 1.122 2.036  -0.33
18 C -0.183 2.121 3.008  0.29
19 N -0.346 2.945 3.791  -0.31
20 C -1.880 2.052 0.580  -0.50
21 H -2.137 2.623 1.471  0.25
22 C -3.140 1.368 0.014  0.12
23 C -4.063 2.378 -0.701  -0.23
24 C -4.445 3.543 0.207  -0.61
25 H -3.589 4.168 0.447  0.21
26 H -5.188 4.164 -0.289  0.22
27 H -4.876 3.173 1.135  0.21
28 C -5.318 1.658 -1.190  -0.61
29 H -5.914 1.325 -0.343  0.20
30 H -5.043 0.789 -1.781  0.23
31 H -5.924 2.324 -1.800  0.21
32 H -3.521 2.762 -1.573  0.19
33 O -2.844 0.298 -0.882  -0.54
34 C -1.486 0.180 -1.250  -0.07
35 H -1.158 1.085 -1.792  0.17
36 H -1.426 -0.657 -1.943  0.20
37 H -3.696 0.914 0.847  0.18
38 H -1.492 2.749 -0.171  0.23
39 N 0.383 -2.151 -0.432  -0.43
40 C -0.799 -2.936 -0.746  -0.25
41 H -1.688 -2.314 -0.817  0.22
42 C -0.541 -3.696 -2.049  -0.07
43 O 0.579 -4.537 -1.920  -0.52
44 C 1.728 -3.801 -1.559  -0.07
45 C 1.526 -3.027 -0.254  -0.27
46 H 2.414 -2.441 -0.032  0.26
47 H 1.348 -3.733 0.569  0.18
48 H 2.534 -4.526 -1.451  0.20
49 H 1.981 -3.092 -2.362  0.16
50 H -1.385 -4.343 -2.293  0.20
51 H -0.381 -2.978 -2.869  0.16
52 H -0.960 -3.674 0.056  0.19
53 H 6.012 1.995 0.306  0.21
54 H 5.842 1.681 -1.428  0.22
55 H 6.100 0.336 -0.309  0.22

Its LUMO energy is 0.016 Ha. For the energy relative to the best compared isomer or geometry (same formula, charge and spin), the calculation gives 38.7 kcal per mole.

(2)
Density functional theory data (wB97M-V/def2-TZVPD) for C20H27N3OReS2Si as an isolated structure.

Last column: natural (NBO) charge in e.
Cartesian coordinates (Å):
1 Re 0.036 -0.859 -1.765  1.25
2 C 4.827 -2.533 1.893  -0.62
3 C 4.863 -1.150 1.247  -0.22
4 N 4.254 -1.129 -0.097  -0.29
5 C 5.156 -1.144 -1.256  -0.23
6 C 5.536 -2.554 -1.700  -0.62
7 C 2.943 -1.136 -0.214  0.40
8 S 2.269 -1.265 -1.863  -0.05
9 N 2.204 -1.128 0.886  -0.58
10 C 0.915 -1.197 1.081  0.66
11 O -0.016 -1.334 0.151  -0.64
12 C 0.423 -1.158 2.454  -0.11
13 C -0.958 -1.184 2.694  -0.16
14 C -1.434 -1.168 3.990  -0.21
15 C -0.539 -1.127 5.053  -0.12
16 C 0.832 -1.090 4.821  -0.21
17 C 1.317 -1.106 3.529  -0.15
18 H 5.297 -2.481 2.875  0.25
19 H 5.375 -3.262 1.299  0.22
20 H 3.802 -2.880 2.019  0.22
21 H 5.891 -0.814 1.139  0.23
22 H 4.328 -0.433 1.866  0.23
23 H 6.050 -0.591 -0.974  0.24
24 H 4.686 -0.607 -2.078  0.22
25 H 6.072 -3.087 -0.917  0.23
26 H 6.191 -2.488 -2.568  0.25
27 H 4.653 -3.131 -1.978  0.22
28 H -1.640 -1.219 1.856  0.22
29 H -2.499 -1.194 4.177  0.24
30 H -0.911 -1.126 6.068  0.24
31 H 1.520 -1.051 5.653  0.24
32 H 2.381 -1.082 3.339  0.23
33 C -2.079 4.206 -1.878  -1.13
34 Si -3.696 3.251 -1.870  1.59
35 C -4.692 3.616 -0.318  -1.11
36 C -4.695 3.582 -3.429  -1.10
37 C -3.428 1.336 -1.866  -0.42
38 C -4.535 0.470 -1.812  -0.07
39 C -4.390 -0.905 -1.788  -0.22
40 C -3.115 -1.453 -1.798  0.09
41 N -2.048 -0.662 -1.850  -0.57
42 C -2.210 0.686 -1.896  0.06
43 S -0.561 1.349 -1.977  0.28
44 H -2.318 5.271 -1.880  0.28
45 H -1.473 4.019 -2.767  0.24
46 H -1.467 4.019 -0.992  0.24
47 H -4.934 4.680 -0.296  0.27
48 H -4.126 3.383 0.586  0.25
49 H -5.631 3.061 -0.292  0.25
50 H -4.935 4.646 -3.479  0.26
51 H -5.633 3.025 -3.434  0.25
52 H -4.128 3.319 -4.324  0.25
53 H -5.534 0.890 -1.789  0.25
54 H -5.251 -1.557 -1.763  0.26
55 H -2.946 -2.521 -1.766  0.23

Its expectation value of S² is 0.7932. Its LUMO energy (alpha / beta) is -0.348 / -0.330 Ha. As for the spin multiplicity: 2. As for the charge: +2.

(3)
Density functional theory data (wB97M-V/def2-TZVPD) for a 3-piece molecular cluster, C20H27N4O2P overall.

Last column: natural (NBO) charge in e.
Cartesian coordinates (Å):
1 C 3.076 3.305 1.309  -0.43
2 N 3.255 2.997 -0.110  -0.60
3 C 2.898 1.637 -0.543  -0.25
4 C 1.846 0.943 0.304  0.04
5 C 0.513 1.302 0.076  -0.17
6 C -0.500 0.735 0.836  -0.12
7 C -0.201 -0.202 1.822  -0.07
8 C 1.111 -0.592 2.029  -0.17
9 C 2.152 -0.023 1.278  -0.37
10 P 3.841 -0.616 1.628  1.32
11 N 4.991 0.456 1.511  -1.33
12 C -1.342 -0.765 2.594  0.51
13 O -1.357 -1.900 2.996  -0.50
14 C -2.476 0.173 2.783  -0.23
15 C -2.768 1.060 1.836  -0.25
16 C -1.925 1.105 0.617  0.53
17 O -2.359 1.386 -0.471  -0.51
18 H 3.538 2.550 1.933  0.22
19 H 3.603 4.236 1.517  0.20
20 H 2.036 3.473 1.602  0.16
21 H 2.675 3.647 -0.621  0.35
22 H 2.461 1.738 -1.536  0.20
23 H 3.785 1.025 -0.663  0.22
24 H 0.299 2.029 -0.694  0.23
25 H 1.340 -1.326 2.790  0.23
26 H 4.051 -1.631 0.685  -0.02
27 H 3.741 -1.214 2.900  -0.06
28 H 5.492 0.592 2.379  0.38
29 H -3.044 0.106 3.698  0.24
30 H -3.580 1.767 1.917  0.25
31 C 3.315 -2.787 -3.507  -0.61
32 C 4.290 -3.958 -3.495  -0.38
33 C 4.092 -4.886 -2.290  -0.51
34 C 4.296 -4.166 -1.034  0.32
35 N 4.458 -3.570 -0.069  -0.37
36 H 3.452 -2.145 -2.635  0.21
37 H 3.468 -2.171 -4.393  0.22
38 H 2.280 -3.136 -3.515  0.20
39 H 5.314 -3.580 -3.496  0.21
40 H 4.166 -4.545 -4.407  0.21
41 H 4.797 -5.718 -2.325  0.25
42 H 3.083 -5.301 -2.288  0.25
43 C -7.639 2.455 -1.032  -0.61
44 C -6.561 1.381 -0.939  -0.38
45 C -6.724 0.479 0.291  -0.51
46 C -6.637 1.252 1.531  0.30
47 N -6.531 1.869 2.491  -0.35
48 H -7.599 3.134 -0.179  0.22
49 H -7.505 3.053 -1.934  0.22
50 H -8.636 2.011 -1.067  0.20
51 H -5.577 1.851 -0.913  0.22
52 H -6.592 0.755 -1.832  0.21
53 H -5.943 -0.282 0.309  0.25
54 H -7.688 -0.030 0.269  0.24

Its LUMO energy is -0.037 Ha.

(4)
Density functional theory data (wB97M-V/def2-TZVPD) for one molecule with the formula C20H27N5O4.

Last column: natural (NBO) charge in e.
Cartesian coordinates (Å):
1 C -0.896 5.375 -0.705  -0.64
2 C -1.097 3.943 -0.324  0.26
3 C -0.061 3.084 -0.180  -0.37
4 C -0.290 1.710 0.226  0.42
5 N 0.487 0.732 0.474  -0.53
6 C 1.884 0.673 0.074  -0.06
7 C 2.277 -0.806 0.107  -0.39
8 C 3.736 -1.043 -0.264  -0.41
9 C 4.063 -0.492 -1.642  0.28
10 C 3.654 0.980 -1.704  -0.45
11 C 2.185 1.184 -1.344  -0.41
12 C 5.544 -0.678 -1.957  -0.25
13 N 5.829 -0.378 -3.355  -0.43
14 C 6.511 0.761 -3.663  0.68
15 O 6.858 1.568 -2.815  -0.62
16 C 6.881 0.998 -5.082  -0.29
17 C 7.371 0.159 -6.024  0.18
18 O 7.698 0.829 -7.126  -0.28
19 N 7.420 2.177 -6.927  -0.13
20 C 6.955 2.280 -5.716  0.19
21 C 6.572 3.607 -5.160  -0.65
22 C 5.024 -1.170 -4.273  -0.25
23 C 3.550 -1.010 -3.924  -0.07
24 O 3.298 -1.291 -2.565  -0.55
25 N -1.651 1.482 0.490  -0.56
26 C -2.630 2.392 0.287  0.46
27 C -4.025 1.878 0.545  -0.11
28 O -4.923 2.950 0.657  -0.68
29 N -2.421 3.592 -0.126  -0.51
30 H 0.156 5.613 -0.846  0.21
31 H -1.442 5.586 -1.626  0.23
32 H -1.314 6.021 0.068  0.23
33 H 0.949 3.438 -0.301  0.22
34 H 2.510 1.229 0.790  0.18
35 H 2.071 -1.204 1.103  0.22
36 H 1.625 -1.338 -0.588  0.21
37 H 4.394 -0.557 0.464  0.20
38 H 3.965 -2.111 -0.248  0.22
39 H 4.291 1.527 -1.003  0.22
40 H 3.870 1.405 -2.686  0.21
41 H 1.547 0.631 -2.042  0.21
42 H 1.944 2.237 -1.467  0.21
43 H 6.157 -0.032 -1.334  0.25
44 H 5.811 -1.724 -1.773  0.20
45 H 7.557 -0.902 -6.040  0.21
46 H 7.188 3.839 -4.292  0.25
47 H 6.699 4.374 -5.920  0.23
48 H 5.535 3.597 -4.825  0.23
49 H 5.188 -0.850 -5.298  0.22
50 H 5.311 -2.223 -4.182  0.20
51 H 3.222 0.004 -4.184  0.17
52 H 2.951 -1.716 -4.501  0.20
53 H -1.861 0.554 0.828  0.42
54 H -4.287 1.212 -0.287  0.18
55 H -4.001 1.272 1.460  0.17
56 H -5.815 2.594 0.705  0.47

Its LUMO energy is 0.021 Ha. For the energy relative to the best compared isomer or geometry (same formula, charge and spin), the calculation gives 32.6 kcal per mole.

Calculated values (eV) of total energy for the records, taken in order: -44673.717 -59359.146 -40519.798 -36817.886.
Calculated values (eV/A) of F_max for the records, taken in order: 1.2 2.6 1.6 0.6.